(1)
The following is a DFT calculation (ωB97M-V/def2-TZVPD) of a 2-piece molecular cluster, CH2O4S2 overall.

The geometry in XYZ format:
```
9
Properties=species:S:1:pos:R:3:forces:R:3:nbo_charge:R:1
C 0.257 1.037 0.096 -0.7 0.1 -1.3 -0.857
O 1.310 -1.425 -0.431 -0.4 0.4 0.9 -1.096
O -1.018 -0.584 1.758 0.2 0.0 -1.1 -1.016
O 2.844 0.336 0.021 1.5 1.3 0.1 -1.078
H -0.945 -0.991 -0.600 0.1 0.2 1.1 -0.022
H -0.527 1.266 -1.750 1.3 -0.5 2.1 -0.222
S 1.530 -0.173 0.432 0.3 -1.5 -1.7 1.481
O -2.394 0.548 0.084 0.6 0.0 0.2 -1.055
S -1.056 -0.015 0.389 -3.0 -0.1 -0.1 1.865
```
Positions in Å, forces in eV/Å.

The total energy comes out at -1136.4073 Ha. Its LUMO energy (spin up / spin down) is 6.51 / 6.51 eV. The total charge is -2. As for the HOMO energy (spin up / spin down): 0.5435 / 0.5441 eV. The calculation puts the HOMO-LUMO gap (spin up / spin down) at 5.9653 / 5.9647 eV.



(2)
The following is a DFT calculation (ωB97M-V/def2-TZVPD) of C46H44ClHfNOP2Si as an isolated structure.

The geometry in XYZ format:
```
97
Properties=species:S:1:pos:R:3:forces:R:3:lowdin_charge:R:1
H -2.507 -1.519 5.193 -0.1 0.0 -0.2 0.055
H 3.197 -2.233 2.036 0.0 0.0 0.0 0.102
C -1.690 -3.152 -3.108 0.0 -0.1 0.0 -0.113
C -1.221 -0.039 -3.121 -0.1 -0.1 -0.1 -0.286
H 4.944 0.000 2.115 0.0 0.1 0.0 0.109
C -3.802 -0.017 0.209 -0.2 0.0 -0.1 -0.120
H 0.277 -0.331 5.761 -0.1 0.1 -0.1 0.055
H 4.424 2.243 0.113 0.0 0.0 0.0 0.122
H -3.732 -5.811 -3.598 0.0 0.1 0.0 0.118
C -3.391 -4.849 -3.232 0.0 0.0 0.0 -0.049
H -0.467 -2.975 2.835 0.1 0.0 0.0 -0.003
C -2.062 2.231 2.632 -0.2 0.1 0.2 -0.026
H 6.217 -4.049 -0.394 -0.1 0.1 0.0 0.119
H 0.662 -2.552 4.105 0.0 0.1 -0.1 0.063
C -4.898 0.698 0.671 0.0 0.0 0.0 -0.052
H 4.824 -4.044 1.656 0.0 0.1 -0.1 0.119
H 1.861 0.793 -4.263 0.0 0.0 0.0 0.134
H -3.020 -1.814 3.520 0.0 0.1 0.1 0.040
C -5.151 1.700 -1.503 0.0 0.0 0.0 -0.048
C 0.041 0.333 4.918 0.1 0.4 0.3 -0.143
N -0.843 0.140 2.047 0.0 0.2 -0.2 -0.243
O 0.736 0.501 -1.858 0.0 -0.1 0.4 -0.157
H 1.282 -3.397 0.323 0.1 -0.1 0.1 0.003
H -0.452 1.397 -0.224 0.0 0.5 -0.2 0.038
C 3.660 -1.215 0.185 0.0 -0.1 0.1 -0.385
H 5.725 1.397 3.990 -0.1 0.0 0.0 0.119
H 1.987 3.504 3.997 0.1 -0.1 0.0 0.120
H 0.643 -3.042 -1.282 0.0 0.1 -0.1 0.005
C -1.527 3.209 0.069 0.0 0.1 0.0 -0.047
C 4.435 -1.223 -0.969 0.0 -0.1 -0.1 -0.067
H -0.705 -2.789 -3.392 -0.1 0.0 0.0 0.111
C 5.493 -3.257 -0.233 0.0 0.0 0.0 -0.048
H -0.552 1.166 5.314 0.1 -0.1 0.0 0.047
H 4.414 4.230 -1.350 -0.1 -0.1 0.0 0.123
C 3.794 -2.239 1.128 0.0 -0.1 0.0 -0.120
C 2.571 3.677 -2.315 0.0 0.1 0.0 -0.024
C 4.712 -3.256 0.920 0.0 0.0 0.0 -0.051
C 2.633 2.735 3.586 0.0 0.0 0.0 -0.061
H -3.288 -0.685 0.884 0.1 -0.1 0.1 0.085
C -1.333 1.451 1.747 0.2 -0.4 0.1 -0.382
H 2.502 4.588 -2.898 0.0 -0.1 0.0 0.125
H -4.447 -2.254 -1.327 0.0 0.0 0.0 0.107
C 5.353 -2.248 -1.174 0.0 0.0 0.0 -0.051
C -4.051 0.990 -1.966 0.0 0.1 -0.1 -0.065
H -2.897 -0.511 -4.382 0.0 0.0 0.0 0.124
H 5.964 -2.251 -2.070 0.0 0.0 0.1 0.117
C 4.732 1.551 3.583 0.0 0.0 0.0 -0.046
C -4.221 -4.083 -2.426 0.0 0.0 0.0 -0.049
Hf -0.099 -0.749 0.377 -0.5 -0.1 -0.7 1.327
C -2.272 3.974 0.960 0.0 0.0 0.0 -0.059
H -3.200 -0.200 4.242 0.0 -0.2 0.0 0.035
C -3.791 -2.849 -1.952 0.0 0.0 0.0 -0.081
H 0.768 2.873 -3.146 0.0 0.0 0.0 0.131
C -3.378 0.119 -1.114 0.1 0.2 0.1 -0.376
H -1.483 -4.975 -4.218 -0.1 0.0 0.1 0.117
H -2.271 1.868 3.635 0.0 0.1 -0.2 0.100
H 1.195 2.110 2.131 0.0 0.0 0.0 0.091
H -1.733 0.052 -6.482 0.0 0.0 0.1 0.124
C 0.805 0.559 -4.286 0.0 0.0 0.0 -0.003
C 3.015 0.958 2.006 0.0 -0.1 0.0 -0.367
C -2.551 -1.082 4.187 -0.5 -0.1 0.1 -0.153
H -5.225 0.586 1.700 0.0 0.0 -0.1 0.117
H -5.678 2.370 -2.173 0.1 0.0 0.1 0.118
C -1.213 0.129 -5.534 -0.1 0.0 0.0 -0.035
C -5.573 1.556 -0.188 0.0 0.0 0.0 -0.047
C 3.907 2.537 4.110 0.0 0.0 0.0 -0.045
H 0.980 0.734 4.530 0.0 -0.1 0.1 0.017
C -2.525 3.482 2.236 0.0 0.0 0.0 -0.042
Cl -1.098 -3.306 0.322 0.2 0.5 0.2 0.578
C 1.678 1.548 -1.715 -0.3 0.0 -0.2 -0.272
C 2.655 1.383 -0.752 0.1 -0.1 0.2 -0.283
C 0.140 0.446 -5.495 0.1 0.0 -0.1 -0.023
H -6.427 2.121 0.171 0.1 -0.1 0.0 0.119
C 0.579 -2.783 -0.228 0.2 -0.4 0.4 -0.612
C 0.096 0.372 -3.109 0.4 -0.1 -0.1 -0.261
C -1.066 1.973 0.481 0.1 -0.2 0.1 -0.115
C 0.149 -2.162 3.217 0.1 -0.2 0.1 -0.182
H -2.641 4.948 0.663 0.0 -0.1 0.0 0.115
H -1.302 3.577 -0.927 0.0 0.0 0.1 0.117
H 0.964 -1.952 2.495 -0.1 -0.1 0.1 -0.014
C 2.184 1.942 2.540 0.1 0.2 0.1 -0.108
C -2.527 -2.382 -2.297 0.1 -0.1 0.0 -0.413
C 3.649 2.358 -0.637 0.0 0.1 0.0 -0.042
H -3.098 4.079 2.937 0.1 0.0 -0.1 0.120
Si -0.857 -0.636 3.642 0.4 -0.2 -0.3 0.374
P 2.470 0.096 0.514 0.2 0.1 0.0 1.053
H 4.334 -0.432 -1.704 0.0 0.0 0.0 0.107
H -3.716 1.130 -2.986 -0.1 0.0 0.1 0.098
H 0.692 0.596 -6.417 -0.1 0.0 0.1 0.126
C 1.585 2.712 -2.457 0.0 0.1 -0.1 -0.010
P -1.917 -0.803 -1.648 -0.7 0.3 -0.1 1.031
H 4.258 3.155 4.929 0.0 -0.1 -0.1 0.119
C -2.126 -4.383 -3.576 0.0 0.1 0.0 -0.051
C -1.874 -0.152 -4.354 0.0 0.0 -0.1 -0.069
C 4.292 0.763 2.526 0.0 0.0 0.1 -0.073
H -5.210 -4.442 -2.166 0.1 0.0 0.0 0.118
C 3.631 3.486 -1.439 0.0 0.0 0.0 -0.035
```
Positions in Å, forces in eV/Å.

The total energy comes out at -3389.3198 Ha. Its LUMO energy is -5.67 eV. The total charge is +2. As for the HOMO energy: -13.3798 eV. The calculation puts the HOMO-LUMO gap at 7.7061 eV.



(3)
The following is a DFT calculation (ωB97M-V/def2-TZVPD) of C3H5FN2 in the gas phase.

The geometry in XYZ format:
```
11
Properties=species:S:1:pos:R:3:forces:R:3:nbo_charge:R:1
H -2.852 0.414 0.197 -0.9 0.6 0.4 0.365
H -0.205 -1.753 -0.152 0.3 1.0 -0.1 0.178
N -0.962 0.219 -0.072 0.2 -1.8 -0.2 -0.195
H 2.648 1.629 0.081 -0.8 -0.8 -0.1 0.225
H 0.775 1.770 -0.138 0.2 0.3 0.2 0.232
F 2.222 -1.175 -0.007 0.2 0.4 0.0 -0.334
C 1.340 -0.146 -0.074 1.0 0.5 0.1 0.352
N -2.233 -0.301 -0.076 0.7 0.7 -0.9 -0.629
C 1.652 1.150 -0.020 0.7 -0.3 -0.2 -0.476
C -0.013 -0.649 -0.142 -1.6 0.2 0.3 -0.066
H -2.371 -1.159 0.403 0.0 -0.8 0.5 0.348
```
Positions in Å, forces in eV/Å.

The total energy comes out at -326.6165 Ha. As for the structure (SMILES): C=C(F)/C=N/N. Its LUMO energy is 0.65 eV. The total charge is 0. As for the HOMO energy: -8.5355 eV. The calculation puts the HOMO-LUMO gap at 9.1867 eV.



(4)
The following is a DFT calculation (ωB97M-V/def2-TZVPD) of C6H10N2O5 in the gas phase.

The geometry in XYZ format:
```
23
Properties=species:S:1:pos:R:3:forces:R:3:nbo_charge:R:1
H -1.645 -1.999 -0.116 1.8 1.5 -0.1 0.416
O -2.870 -0.336 1.541 2.2 0.4 -0.1 -0.671
H -1.665 0.063 -2.035 -0.4 -0.2 -0.1 0.482
C 0.559 0.591 0.278 -3.0 0.7 0.4 0.483
H -0.085 2.263 -0.609 -0.6 1.4 -0.6 0.240
C -1.020 0.073 -0.176 -1.1 1.6 -0.5 0.287
O 0.674 0.786 1.696 0.7 -1.7 -0.9 -0.740
H 3.063 0.199 -0.082 0.1 -0.6 -0.2 0.206
H 2.876 -1.525 -0.774 0.2 0.6 0.1 0.228
N 1.184 -0.616 -0.083 1.0 -0.1 0.4 -0.492
O -1.095 0.618 -1.506 0.4 -0.4 0.8 -0.733
C 0.420 -1.745 -0.129 0.0 0.4 -2.0 0.797
H 1.542 2.449 0.006 1.8 1.7 1.2 0.208
O -3.442 0.716 -0.434 -0.3 -0.8 1.4 -0.557
O 0.757 -2.870 -0.417 0.6 -0.3 0.9 -0.625
N -0.845 -1.294 -0.145 -3.7 -2.8 0.6 -0.677
C -2.688 0.231 0.363 3.1 1.3 -1.7 0.779
H 0.385 1.616 2.036 -0.5 1.1 -0.2 0.480
H -3.725 -0.646 1.712 -2.5 -0.3 0.2 0.499
H 1.292 1.574 -1.533 -0.3 0.5 0.4 0.238
C 2.590 -0.794 -0.002 0.9 0.0 0.2 -0.406
H 2.838 -1.239 0.964 0.3 0.1 0.1 0.200
C 0.899 1.888 -0.553 -1.0 -4.0 -0.3 -0.644
```
Positions in Å, forces in eV/Å.

The total energy comes out at -720.3163 Ha. As for the structure (SMILES): CN1C(=O)N[C@@](O)(C(=O)O)[C@@]1(C)O. Its LUMO energy is 0.30 eV. The total charge is 0. As for the HOMO energy: -9.5145 eV. The calculation puts the HOMO-LUMO gap at 9.8178 eV.



(5)
The following is a DFT calculation (ωB97M-V/def2-TZVPD) of C44H46N3P2RuSi2Te as an isolated structure.

The geometry in XYZ format:
```
99
Properties=species:S:1:pos:R:3:forces:R:3:mulliken_spin:R:1
C 0.577 -1.027 3.796 0.0 0.0 0.0 0.070
H 4.399 -0.195 1.270 0.0 0.0 0.0 0.002
H 4.192 6.901 -1.025 0.0 0.0 0.0 0.000
P 1.789 -0.493 -0.109 -0.1 0.1 0.2 -0.093
C -1.599 3.430 0.607 0.0 0.0 0.0 -0.004
H -0.251 1.167 -6.438 0.0 0.0 0.0 0.001
H -2.126 -1.245 6.858 0.0 0.0 0.0 0.008
H 4.767 3.542 -3.311 0.0 0.0 0.0 0.000
H -1.465 6.803 0.415 0.0 0.0 0.0 0.000
C -1.373 -1.555 6.137 0.0 0.0 -0.1 -0.002
C -0.752 3.105 -0.446 -0.1 -0.1 0.1 0.000
C 4.366 3.974 -2.401 0.0 0.1 0.0 0.002
H 0.653 0.574 2.289 0.0 0.0 0.0 0.012
H -0.459 -2.464 -2.723 0.0 0.0 0.0 -0.004
H -4.580 -6.443 -0.933 0.0 0.0 0.0 0.000
H -2.804 1.199 2.717 0.0 0.0 0.0 0.082
C 2.222 -2.830 3.296 0.0 0.0 -0.1 -0.105
C -0.965 -1.345 3.622 -0.1 0.1 0.0 -0.011
H -1.364 -2.643 6.090 0.0 0.0 0.0 0.002
H 3.007 5.621 0.728 0.0 0.0 0.0 0.000
Si -0.931 -3.002 -0.340 -0.5 0.1 -0.4 0.129
H -6.400 -4.782 -0.660 0.0 0.0 0.0 0.000
C -2.694 -3.634 -0.532 -0.1 -0.3 0.0 -0.045
H 0.504 3.876 -2.011 0.0 0.0 0.0 0.001
C 5.890 -0.360 -0.261 0.0 0.0 0.0 0.003
Si -3.214 -0.882 -0.369 0.2 -0.5 -0.1 0.041
H 3.115 -2.789 1.319 0.0 0.0 0.0 0.004
H 1.830 0.828 -2.707 0.0 0.0 0.0 0.007
Ru -0.901 -0.646 0.331 -0.1 0.0 0.2 2.412
H -3.955 0.778 -2.096 0.0 -0.1 0.0 0.002
H -2.047 2.632 1.190 0.0 0.0 0.0 0.043
C 0.914 0.943 -4.649 0.0 0.0 0.0 -0.002
C -1.860 4.757 0.919 0.0 0.0 0.0 0.010
N -1.573 -0.495 2.603 0.5 0.0 0.0 0.314
H 7.159 -0.564 -1.979 0.0 0.0 0.0 0.000
C 1.057 -0.402 2.528 0.0 0.1 0.3 0.267
C -0.247 1.308 -2.565 -0.1 0.1 0.0 -0.035
C 4.590 -0.401 0.224 0.0 0.0 0.0 0.011
H -5.410 -0.155 0.394 0.0 0.0 0.0 0.001
C -4.405 -0.028 0.805 0.0 0.2 0.2 0.031
C -5.054 -3.124 -0.465 0.1 0.0 0.0 0.003
C -3.771 -0.298 -2.063 0.1 0.2 -0.2 0.011
C 4.055 5.831 -1.134 0.0 0.0 -0.1 0.000
H 1.828 0.704 -5.178 0.0 0.0 0.0 0.000
C 3.723 3.165 -1.476 0.0 0.1 -0.1 0.009
H -0.259 -4.198 -2.405 0.0 0.0 0.0 0.001
C 3.530 -0.691 -0.633 -0.1 0.0 -0.2 0.052
H -4.715 -0.812 -2.265 0.0 0.0 0.0 -0.003
H 5.294 -1.155 -3.498 0.0 0.0 0.0 0.000
H -1.070 -2.404 3.363 -0.1 0.0 0.0 -0.021
H -2.957 0.625 5.378 0.0 0.0 0.0 0.033
Te 2.272 2.559 1.142 0.1 0.1 -0.2 0.003
C -1.268 5.767 0.174 0.0 0.0 0.0 -0.001
N 4.541 5.289 -2.250 -0.1 -0.1 0.1 0.000
H -2.517 5.003 1.744 0.0 0.0 0.0 0.000
H 0.899 -4.049 1.045 0.0 0.0 0.0 -0.007
H -0.697 -4.343 1.752 0.0 0.0 0.0 -0.001
H 1.174 -2.712 5.131 0.0 0.0 0.0 0.017
C 3.799 -0.980 -1.971 0.0 0.0 0.0 0.012
C -0.145 -4.260 0.812 0.2 0.1 0.3 0.057
C -1.403 1.598 -3.284 0.0 0.1 0.0 -0.016
C 3.394 5.111 -0.147 0.0 0.0 0.0 -0.001
C 0.916 0.997 -3.260 0.0 0.0 0.0 0.011
H 2.984 -1.244 -2.636 0.0 0.0 0.0 0.005
H 6.705 -0.120 0.410 0.0 0.0 0.0 0.000
C -2.396 0.122 4.608 -0.1 0.2 -0.2 0.373
C -2.305 0.398 3.239 -0.2 0.0 0.2 0.007
C -0.422 5.448 -0.882 0.0 0.0 0.0 0.003
H -2.303 1.887 -2.756 0.0 0.0 0.0 0.003
N -1.706 -1.012 4.841 0.2 -0.2 0.0 0.213
C -1.409 1.548 -4.669 0.0 0.0 0.0 -0.002
C 1.412 1.224 -0.198 -0.4 -0.3 0.6 0.075
C -3.021 -4.984 -0.728 0.0 0.1 0.0 -0.008
H -2.317 1.775 -5.214 0.0 0.0 0.0 0.000
P -0.289 1.369 -0.731 0.7 0.2 -0.4 0.056
H -3.070 -0.556 -2.858 0.0 0.0 0.0 0.003
H -2.235 -5.724 -0.846 0.0 0.0 0.0 0.001
H 0.627 -0.287 4.605 0.0 0.0 0.0 0.029
C 3.224 3.745 -0.318 0.1 0.0 0.1 0.009
H -0.190 -5.230 0.307 0.0 0.0 0.0 0.000
C -4.342 -5.397 -0.780 0.0 0.1 0.0 0.002
H 3.607 2.102 -1.659 0.0 0.0 0.0 -0.006
H 2.738 -3.737 3.584 0.0 0.0 0.0 0.002
C -0.080 -3.195 -2.003 0.2 0.0 -0.1 0.039
H 0.048 6.235 -1.458 0.0 0.0 0.0 0.000
C 6.145 -0.614 -1.601 0.0 0.0 0.0 0.000
H 0.998 -3.043 -1.910 0.0 0.0 0.0 0.000
H -4.216 1.047 0.881 0.0 0.0 0.0 -0.004
C -5.365 -4.462 -0.635 0.1 0.0 0.0 -0.001
C 1.346 -2.261 4.161 0.0 0.1 0.0 0.362
C -3.720 -2.696 -0.411 -0.3 -0.1 0.0 0.012
C -0.167 4.122 -1.195 0.0 0.1 0.0 -0.002
H -5.863 -2.405 -0.370 0.0 0.0 0.0 0.000
C 2.453 -2.285 2.011 -0.1 0.1 0.0 0.482
C -0.250 1.208 -5.356 0.0 0.0 0.0 0.007
H -0.395 -1.211 6.484 0.0 0.0 0.0 0.004
C 1.837 -1.052 1.636 0.3 -0.3 -0.1 0.014
H -4.388 -0.461 1.805 0.0 0.0 0.0 0.008
C 5.099 -0.937 -2.455 0.0 0.0 0.0 0.001
```
Positions in Å, forces in eV/Å.

The total energy comes out at -3493.0046 Ha. Its LUMO energy (spin up / spin down) is 0.24 / -1.11 eV. The total charge is 0. As for the HOMO energy (spin up / spin down): -6.6135 / -7.0933 eV. The calculation puts the HOMO-LUMO gap (spin up / spin down) at 6.8520 / 5.9850 eV. Its spin multiplicity is 6.



(6)
The following is a DFT calculation (ωB97M-V/def2-TZVPD) of C4H5N3 as an isolated structure.

The geometry in XYZ format:
```
12
Properties=species:S:1:pos:R:3:forces:R:3:nbo_charge:R:1
H -1.033 0.673 1.237 0.1 0.1 0.0 0.212
N 0.708 -0.584 1.159 0.0 -0.1 -0.3 -0.511
H 0.477 1.400 1.839 -0.1 -0.2 -0.2 0.224
H 0.032 2.158 -0.697 0.1 0.0 0.2 0.200
C 0.269 1.153 -0.355 0.1 -0.3 -0.3 0.199
C -1.061 -1.382 -0.375 -0.5 0.6 0.6 0.204
H 1.076 -2.046 -0.253 -0.4 -0.2 0.3 0.219
H 0.592 0.277 -2.136 0.1 0.7 -0.3 0.395
N -2.192 -1.163 -0.537 1.4 -0.6 0.0 -0.337
C 0.393 -1.282 0.119 -0.4 -0.6 0.4 0.087
N 0.602 0.221 -1.133 -0.1 0.6 -0.3 -0.575
C 0.064 0.694 1.108 -0.1 0.1 0.0 -0.317
```
Positions in Å, forces in eV/Å.

The total energy comes out at -319.5810 Ha. Its LUMO energy is 0.59 eV. The total charge is 0. As for the HOMO energy: -8.9829 eV. The calculation puts the HOMO-LUMO gap at 9.5701 eV.



(7)
The following is a DFT calculation (ωB97M-V/def2-TZVPD) of a 3-piece molecular cluster, C2H10NO2S overall.

The geometry in XYZ format:
```
16
Properties=species:S:1:pos:R:3:forces:R:3:nbo_charge:R:1
N 0.040 -0.745 0.225 -0.5 -2.1 -1.0 -0.909
H -1.357 -0.808 -2.951 0.4 0.5 0.1 0.180
C -0.771 -0.300 -2.159 0.0 -0.6 1.3 -0.550
H 0.456 0.029 -0.308 1.2 -0.3 0.7 0.392
H -0.369 5.127 5.546 -1.1 0.1 1.1 0.455
H 2.940 -2.555 -0.940 -0.1 0.1 -0.1 0.462
H -1.743 -1.596 -0.563 -0.3 0.5 -0.1 0.159
C -0.738 -1.350 -0.924 -0.1 -0.8 -0.7 -0.247
H 1.545 -2.040 -1.139 -0.9 1.9 -1.0 0.496
H 0.709 -1.512 0.525 -0.6 2.0 -0.5 0.363
O 2.013 -2.801 -0.878 1.3 -2.1 0.8 -0.969
H -1.261 0.658 -1.853 -0.3 -1.1 0.0 0.187
S 0.901 0.319 -2.634 -0.2 -0.6 -0.1 -0.721
H -0.419 -2.464 -1.270 0.0 2.6 0.5 0.158
O -1.254 5.066 5.120 4.1 -0.2 -3.4 -0.917
H -0.692 4.974 4.203 -3.0 0.2 2.3 0.462
```
Positions in Å, forces in eV/Å.

The total energy comes out at -685.6054 Ha. Its LUMO energy is 2.53 eV. The total charge is -1. As for the HOMO energy: -2.7405 eV. The calculation puts the HOMO-LUMO gap at 5.2671 eV.